Record 1
Here is the ion C3H5N2S with charge -1 in a non-equilibrium geometry from the Open Molecules 2025 dataset. Energies are from ωB97M-V with the def2-TZVPD basis set.

Results
* charge: -1
* DFT total energy: -17002.585 eV
* multiplicity: 1
* ΔE to the lowest compared entry with this formula, charge and spin: 317.5 kJ/mol
* HOMO energy (spin up / spin down): -2.384 / -2.285 eV

Last column: natural (NBO) charge in e.
Geometry (Å):
C (-0.61, -1.87, 0.14)  -0.38
C (0.74, -1.76, -0.02)  -0.22
C (-0.13, 1.46, 0.08)  -0.47
N (0.00, 0.14, -0.59)  -0.17
N (1.04, -0.44, -0.18)  -0.22
S (2.63, 0.15, 0.04)  -0.41
H (-1.11, -2.88, 0.08)  0.11
H (1.69, -2.30, 0.11)  0.19
H (0.74, 1.96, -0.21)  0.22
H (-0.94, 1.93, -0.30)  0.17
H (-0.36, 1.42, 1.19)  0.19

***

Record 2
Here is the molecule C4H4O3 from the Open Molecules 2025 dataset. Energies are from ωB97M-V with the def2-TZVPD basis set.

Results
* SMILES string: C=C(O)C(=O)C=O
* DFT total energy: -10353.164 eV
* multiplicity: 1
* ΔE to the lowest compared entry with this formula, charge and spin: 197.6 kJ/mol
* HOMO energy: -9.633 eV

Last column: natural (NBO) charge in e.
Geometry (Å):
C (-1.81, 0.02, -0.02)  -0.45
C (-0.50, -0.06, -0.29)  0.20
O (-0.11, -0.22, -1.59)  -0.65
C (0.56, -0.12, 0.75)  0.41
O (0.29, -0.40, 1.90)  -0.46
C (2.04, 0.14, 0.44)  0.35
O (2.44, 0.76, -0.51)  -0.45
H (-2.22, 0.42, 0.89)  0.23
H (-2.50, -0.38, -0.76)  0.20
H (-0.91, 0.09, -2.05)  0.48
H (2.72, -0.24, 1.24)  0.13

***

Record 3
Here is a structure of composition C5H8S2 in a non-equilibrium geometry from the Open Molecules 2025 dataset. Energies are from ωB97M-V with the def2-TZVPD basis set.

Results
* DFT total energy: -26984.060 eV
* multiplicity: 1
* ΔE to the lowest compared entry with this formula, charge and spin: 105.9 kJ/mol
* HOMO energy: -8.905 eV

Last column: natural (NBO) charge in e.
Geometry (Å):
C (-0.29, 0.98, 1.23)  -0.63
C (-0.25, 0.23, -0.04)  -0.21
C (-0.30, 1.14, -1.27)  -0.61
C (0.12, -2.09, 0.06)  -0.62
C (0.90, -0.79, -0.13)  -0.03
H (0.04, 0.35, 2.05)  0.22
H (0.29, 1.95, 1.27)  0.23
H (-1.33, 1.27, 1.44)  0.23
H (-1.24, 1.69, -1.30)  0.22
H (0.56, 1.82, -1.23)  0.22
H (-0.15, 0.59, -2.17)  0.22
H (0.38, -2.95, -0.63)  0.25
H (0.20, -2.49, 1.15)  0.25
S (-1.43, -1.19, -0.25)  0.19
S (2.51, -0.50, -0.17)  0.08

***

Record 4
Here is a structure of composition C53H54Ge2NPtS5 in a non-equilibrium geometry from the Open Molecules 2025 dataset. Energies are from ωB97M-V with the def2-TZVPD basis set.

Results
* expectation value of S²: 2.01
* charge: -1
* DFT total energy: -227791.978 eV
* multiplicity: 3
* ΔE to the lowest compared entry with this formula, charge and spin: 49.8 kJ/mol
* HOMO energy (spin up / spin down): -4.552 / -4.742 eV

Last column: Mulliken spin population.
Geometry (Å):
Pt (0.10, -2.34, -2.61)  1.27
S (1.67, -4.20, -3.48)  0.25
C (0.22, -5.09, -3.25)  0.03
C (0.13, -6.48, -3.28)  -0.02
C (-1.09, -7.07, -3.02)  0.00
C (-2.19, -6.27, -2.75)  0.01
C (-2.03, -4.89, -2.76)  -0.01
N (-0.86, -4.32, -3.00)  0.08
H (1.02, -7.07, -3.47)  0.00
H (-1.19, -8.14, -3.02)  0.00
H (-3.16, -6.70, -2.53)  0.00
H (-2.86, -4.23, -2.55)  0.01
C (-5.32, -3.99, -0.44)  0.00
C (-4.24, -3.59, 0.52)  0.00
C (-3.22, -4.47, 0.85)  0.00
C (-2.21, -4.10, 1.73)  -0.02
C (-1.13, -5.07, 2.11)  0.01
C (-2.22, -2.81, 2.26)  0.01
C (-3.28, -1.94, 1.99)  0.01
C (-3.38, -0.60, 2.66)  0.00
C (-4.27, -2.34, 1.11)  0.00
C (-1.13, -2.39, 3.16)  -0.01
C (-1.15, -2.82, 4.48)  0.00
C (-0.15, -2.44, 5.36)  0.00
C (0.86, -1.61, 4.92)  0.00
C (0.88, -1.16, 3.61)  0.00
C (-0.11, -1.55, 2.71)  0.02
Ge (-0.02, -1.14, 0.72)  0.00
S (0.17, -3.08, -0.27)  0.23
S (1.66, 0.27, 0.01)  0.01
Ge (0.08, 0.98, -1.50)  0.00
S (-0.10, -0.13, -3.39)  0.08
S (-1.62, 0.31, -0.09)  0.01
C (0.26, 2.95, -1.99)  0.00
C (-0.63, 3.92, -1.54)  -0.01
C (-0.51, 5.23, -1.98)  0.00
C (0.50, 5.59, -2.86)  0.00
C (1.39, 4.63, -3.30)  0.00
C (1.28, 3.32, -2.86)  -0.01
C (2.32, 2.35, -3.27)  0.01
C (2.30, 1.71, -4.50)  0.00
C (1.23, 1.99, -5.51)  0.01
C (3.30, 0.80, -4.81)  0.00
C (4.34, 0.54, -3.92)  0.00
C (5.42, -0.45, -4.24)  0.00
C (4.38, 1.24, -2.72)  0.00
C (3.39, 2.15, -2.38)  0.00
C (3.47, 2.94, -1.11)  0.00
C (-1.69, 3.62, -0.56)  0.00
C (-1.37, 3.57, 0.80)  0.00
C (0.04, 3.72, 1.26)  0.00
C (-2.39, 3.35, 1.72)  0.00
C (-3.71, 3.19, 1.31)  0.00
C (-4.80, 2.99, 2.32)  0.00
C (-4.00, 3.24, -0.05)  0.00
C (-3.01, 3.45, -0.99)  0.00
C (-3.32, 3.48, -2.45)  0.00
C (1.96, -0.22, 3.23)  0.00
C (3.14, -0.67, 2.65)  0.00
C (3.32, -2.11, 2.27)  0.01
C (4.15, 0.25, 2.41)  0.00
C (4.01, 1.59, 2.74)  0.00
C (5.11, 2.58, 2.52)  0.00
C (2.81, 2.02, 3.30)  0.00
C (1.78, 1.13, 3.55)  0.00
C (0.49, 1.59, 4.16)  0.00
H (-5.14, -4.98, -0.85)  0.00
H (-5.38, -3.27, -1.27)  0.00
H (-6.30, -3.99, 0.05)  0.00
H (-3.19, -5.46, 0.41)  0.00
H (-1.23, -5.99, 1.55)  0.00
H (-1.18, -5.29, 3.18)  0.00
H (-0.16, -4.64, 1.90)  0.00
H (-2.58, -0.46, 3.38)  0.00
H (-4.34, -0.52, 3.19)  0.00
H (-3.33, 0.20, 1.93)  0.00
H (-5.08, -1.66, 0.89)  0.00
H (-1.96, -3.46, 4.81)  0.00
H (-0.17, -2.79, 6.38)  0.00
H (1.65, -1.30, 5.60)  0.00
H (-1.20, 5.98, -1.62)  0.00
H (0.59, 6.62, -3.20)  0.00
H (2.19, 4.89, -3.98)  0.00
H (0.45, 2.62, -5.09)  0.00
H (0.78, 1.06, -5.85)  0.00
H (1.66, 2.50, -6.38)  0.00
H (3.26, 0.28, -5.75)  0.00
H (5.28, -0.87, -5.23)  0.00
H (5.40, -1.26, -3.51)  0.00
H (6.39, 0.03, -4.19)  0.00
H (5.19, 1.07, -2.03)  0.00
H (4.43, 2.79, -0.63)  0.00
H (2.70, 2.62, -0.42)  0.00
H (3.33, 4.00, -1.31)  0.00
H (0.60, 4.38, 0.59)  0.00
H (0.55, 2.75, 1.25)  0.00
H (0.08, 4.12, 2.27)  0.00
H (-2.15, 3.29, 2.77)  0.00
H (-4.39, 2.87, 3.32)  0.00
H (-5.39, 2.10, 2.08)  0.00
H (-5.47, 3.84, 2.32)  0.00
H (-5.02, 3.10, -0.38)  0.00
H (-4.37, 3.27, -2.63)  0.00
H (-2.72, 2.73, -2.97)  0.00
H (-3.07, 4.45, -2.88)  0.00
H (2.53, -2.73, 2.68)  0.00
H (4.29, -2.48, 2.62)  0.00
H (3.29, -2.20, 1.19)  0.00
H (5.07, -0.09, 1.95)  0.00
H (5.97, 2.11, 2.03)  0.00
H (5.44, 2.98, 3.48)  0.00
H (4.77, 3.41, 1.90)  0.00
H (2.68, 3.06, 3.53)  0.00
H (0.49, 2.67, 4.29)  0.00
H (0.33, 1.12, 5.13)  0.00
H (-0.35, 1.32, 3.51)  0.00